2 unconnected molecules or ions with the total composition C7H10N3 in a non-equilibrium geometry. Source: the OMol25 dataset; level of theory: the ωB97M-V functional and the def2-TZVPD basis.

Results
**Energy relative to the best compared isomer or geometry (same formula, charge and spin)**: 438.4 kJ/mol
**HOMO energy**: -13.99 eV
**Largest force on an atom**: 3.94 eV/A
**Kohn-Sham gap**: 8.75 eV
**Energy**: -436.5992 hartree

Structure (ORCA input):
```
! RIJCOSX wB97M-V def2-TZVPD def2/J DEFGRID3
* xyz 1 1
C 1.94 -0.90 1.08
C 2.76 0.01 1.18
C 0.43 1.97 0.06
C -0.60 1.38 0.77
C 0.75 1.51 -1.34
C -0.83 -0.24 -1.13
C -0.95 0.11 0.31
N 0.07 0.58 -1.89
N -1.42 -0.81 1.10
N -0.91 -1.64 -1.39
H 1.15 -1.73 1.06
H 0.96 2.82 0.31
H -0.84 1.64 1.76
H 1.23 2.24 -2.03
H -1.65 0.26 -1.46
H -1.87 -0.54 1.98
H -1.35 -1.80 0.87
H 3.57 0.78 1.25
H -0.06 -2.04 -1.63
H -1.51 -2.04 -2.20
*
```

Quick look at the natural (NBO) charges, all values in e: C -0.29; C -0.23; C -0.02; C -0.29; C 0.06; C -0.02; C 0.41; N -0.31; N -0.67; N -0.85; H 0.25; H 0.23; H 0.25; H 0.23; H 0.28; H 0.43; H 0.45; H 0.27; H 0.39; H 0.42